Computed, not measured: an isolated ion of composition C3H11NP and charge +1 at a distorted geometry, with ωB97M-V with the def2-TZVPD basis set.

M	92.10	g mol⁻¹
total charge	+1
expectation value of S²	2.005
spin multiplicity	3
HOMO level (spin up / spin down)	-0.328 / -0.564	Eh
energy above the lowest of the compared OMol25 structures with the same formula, charge and spin	12.7	kJ/mol
gap between HOMO and LUMO (spin up / spin down)	5.618 / 8.220	eV

Atoms and positions in Å:
C 0.386 -1.128 -1.024
C -0.584 -0.349 2.283
C 0.482 0.253 -0.440
N 0.382 1.452 -1.438
P -1.209 0.510 0.678
H 1.420 -1.567 -1.065
H -0.215 -1.197 -1.869
H 0.058 -1.780 -0.199
H -0.120 -1.357 2.171
H -1.283 -0.256 3.012
H 0.264 0.370 2.510
H 1.294 0.291 0.276
H 0.061 2.242 -0.877
H -0.369 1.232 -2.020
H 1.208 1.807 -2.052
H -1.775 -0.524 0.056

Atomic forces in eV per Å
2.34 0.06 2.43
3.80 1.91 -2.89
1.45 0.36 -1.36
3.43 -0.19 0.95
-0.36 -0.42 2.82
-0.76 0.53 -1.00
-0.85 -0.53 -1.52
-0.81 0.08 -0.24
-0.72 0.68 -0.21
-2.12 -0.08 2.06
-0.76 -1.00 0.33
0.24 0.88 -0.23
-0.18 0.53 0.37
-1.73 -0.44 -1.65
-1.41 -1.27 1.44
-1.55 -1.10 -1.31

Results of the natural (NBO) charge analysis, in e, for atoms 1 through 2: number 1, C, carries -0.6804; number 2, C, carries -0.8944



Computed, not measured: a 2-piece molecular cluster, C3H11NP2 overall at a distorted geometry, with ωB97M-V with the def2-TZVPD basis set.

M	123.08	g mol⁻¹
HOMO level (spin up / spin down)	-0.241 / -0.241	Eh
energy above the lowest of the compared OMol25 structures with the same formula, charge and spin	147.7	kJ/mol
gap between HOMO and LUMO (spin up / spin down)	6.910 / 6.912	eV

Atoms and positions in Å:
C 2.367 0.621 -0.222
C 0.784 -1.174 1.441
C 1.137 -0.055 -0.625
N 0.337 -0.833 0.069
P -2.914 0.811 -0.591
P -1.108 -1.629 -0.380
H 2.394 1.670 -0.636
H 3.236 0.257 -0.559
H 2.472 0.606 0.864
H 0.297 -0.532 2.261
H 0.472 -2.210 1.576
H 1.936 -1.114 1.562
H 1.050 0.041 -1.734
H -3.665 1.866 0.055
H -3.656 -0.128 0.136
H -1.848 1.121 0.385
H -0.850 -1.288 -1.838

Atomic forces in eV per Å
-2.23 2.66 2.38
0.79 0.56 1.58
-0.31 -0.54 -1.99
2.08 1.08 0.04
0.46 1.30 1.13
0.09 -0.58 -2.17
-0.40 -0.79 0.73
3.14 -2.09 -1.71
0.04 0.68 -0.03
0.65 -0.78 -1.42
0.14 0.18 0.25
-2.13 -0.15 -0.33
-1.07 -0.37 1.02
-0.06 -0.04 -0.57
0.15 -0.20 0.27
-0.78 -0.57 -0.70
-0.54 -0.34 1.52

Results of the natural (NBO) charge analysis, in e, for atoms 1 through 2: number 1, C, carries -0.6685; number 2, C, carries -0.4413



Computed, not measured: an isolated ion of composition C3H11NPS and charge +1 at a distorted geometry, with ωB97M-V with the def2-TZVPD basis set.

M	124.17	g mol⁻¹
total charge	+1
HOMO level	-0.500	Eh
energy above the lowest of the compared OMol25 structures with the same formula, charge and spin	0.0	kJ/mol
gap between HOMO and LUMO	8.733	eV

Atoms and positions in Å:
C -1.090 -1.399 1.595
C 2.144 1.864 0.133
C -1.340 -0.058 -0.843
N -0.314 -0.712 -1.565
P -0.943 0.343 0.952
S 1.524 0.202 0.632
H -0.443 -2.225 1.386
H -2.050 -1.667 1.286
H -1.028 -1.358 2.667
H 2.627 2.054 1.030
H 1.333 2.537 0.107
H 2.778 2.081 -0.713
H -1.488 0.964 -1.367
H -2.249 -0.742 -0.728
H 1.025 -0.096 -0.597
H -0.418 -1.682 -1.663
H -0.070 -0.106 -2.310

Atomic forces in eV per Å
1.30 1.34 0.81
-0.78 -0.46 0.56
-1.11 1.24 0.19
0.56 1.33 0.73
1.64 -0.91 0.13
-1.16 0.63 -0.56
0.81 -0.16 -1.00
-1.82 -0.54 -0.24
-0.41 0.21 0.62
1.46 1.07 1.42
-1.13 0.71 -0.14
0.20 -1.09 -0.37
-0.64 -1.76 1.00
0.66 1.45 -0.44
-0.06 -1.12 -0.44
0.13 -1.16 -0.85
0.36 -0.76 -1.40

Results of the natural (NBO) charge analysis, in e, for atoms 1 through 2: number 1, C, carries -0.9825; number 2, C, carries -0.7147



Computed, not measured: a 2-piece molecular cluster, C3H11NS overall, with ωB97M-V with the def2-TZVPD basis set.

M	93.20	g mol⁻¹
HOMO level	-0.313	Eh
energy above the lowest of the compared OMol25 structures with the same formula, charge and spin	0.0	kJ/mol
gap between HOMO and LUMO	9.453	eV
SMILES string	CCSC.N

Atoms and positions in Å:
C 0.216 -0.818 -1.183
C -0.436 -0.450 0.140
S -1.132 -1.923 0.940
C -1.748 -1.174 2.455
H 0.514 0.102 -1.687
H -0.498 -1.327 -1.830
H 1.093 -1.445 -1.048
H -1.237 0.278 -0.011
H 0.292 -0.023 0.827
H -0.949 -0.722 3.035
H -2.519 -0.438 2.246
H -2.198 -1.979 3.032
N 2.324 2.588 -1.573
H 1.431 2.532 -1.105
H 2.231 3.146 -2.412
H 2.616 1.652 -1.828

Atomic forces in eV per Å
-0.22 0.27 -0.01
-0.08 -0.18 0.20
0.06 0.01 -0.13
-0.10 -0.14 -0.07
0.11 -0.04 -0.09
0.05 -0.08 -0.03
0.01 -0.08 0.04
0.02 -0.03 -0.02
0.09 0.13 0.01
0.09 0.03 0.05
-0.05 0.11 -0.04
0.02 -0.01 0.08
0.25 -0.03 0.09
-0.09 0.01 -0.07
-0.08 -0.10 0.02
-0.08 0.11 -0.04

Results of the natural (NBO) charge analysis, in e, for atoms 1 through 2: number 1, C, carries -0.6165; number 2, C, carries -0.5200